C26H30CrF6N2O4S2Sb2 | ωB97M-V with the def2-TZVPD basis set

Its net charge is +1. The HOMO-LUMO gap (alpha / beta) is 6.19 / 7.84 eV. The spin multiplicity is 4. The value obtained for the LUMO energy (alpha / beta) is -4.5851 / -2.9567 eV.

Cartesian coordinates (Å):
Cr -0.32 0.95 0.17
F -1.71 1.33 2.72
C -2.99 1.61 2.40
F -3.77 1.26 3.39
F -3.09 2.91 2.17
S -3.40 0.67 0.87
O -2.33 1.12 -0.05
O -4.72 1.02 0.51
N -3.25 -0.83 1.25
S -2.00 -1.76 1.11
O -0.76 -1.04 0.74
O -2.26 -2.95 0.37
C -1.71 -2.31 2.85
F -0.59 -3.02 2.88
F -2.73 -3.07 3.23
F -1.60 -1.27 3.66
N 1.63 0.31 0.35
C 1.75 0.15 1.79
C 2.10 -1.09 2.31
C 2.15 -1.25 3.69
C 1.82 -0.19 4.52
C 1.48 1.04 3.98
C 1.44 1.24 2.60
C 1.14 2.58 2.02
C 1.60 3.71 2.69
C 1.34 4.98 2.20
C 0.62 5.13 1.03
C 0.16 4.01 0.35
C 0.41 2.72 0.82
H 2.30 0.99 0.00
H 1.79 -0.58 -0.12
H 2.33 -1.91 1.65
H 2.42 -2.21 4.10
H 1.84 -0.32 5.59
H 1.21 1.85 4.64
H 2.18 3.60 3.59
H 1.70 5.85 2.74
H 0.41 6.12 0.64
H -0.41 4.17 -0.55
C -1.81 3.29 -2.51
Sb -0.28 1.80 -2.40
C 1.52 2.87 -2.75
C -0.64 1.02 -4.37
C 0.32 -0.02 -4.85
C 1.60 0.36 -5.25
C 2.54 -0.57 -5.65
C 2.21 -1.91 -5.66
C 0.93 -2.31 -5.29
C -0.03 -1.38 -4.89
C -1.40 -1.85 -4.52
Sb -1.76 -1.67 -2.39
C -0.52 -3.33 -1.87
C -3.66 -2.66 -2.43
H -1.39 4.22 -2.88
H -2.28 3.45 -1.54
H -2.56 2.92 -3.21
H 1.39 3.55 -3.59
H 2.31 2.15 -3.00
H 1.80 3.43 -1.86
H -0.58 1.94 -4.95
H -1.68 0.69 -4.37
H 1.85 1.42 -5.27
H 3.53 -0.24 -5.97
H 2.93 -2.65 -5.97
H 0.67 -3.35 -5.33
H -1.53 -2.90 -4.79
H -2.19 -1.29 -5.03
H -1.02 -4.26 -2.12
H -0.29 -3.32 -0.81
H 0.41 -3.26 -2.44
H -3.50 -3.73 -2.51
H -4.22 -2.31 -3.30
H -4.23 -2.44 -1.53

***

C26H30FN7O4RuS2 | ωB97M-V with the def2-TZVPD basis set

Its net charge is +1. The HOMO-LUMO gap (alpha / beta) is 6.40 / 6.37 eV. The spin multiplicity is 2. The value obtained for the LUMO energy (alpha / beta) is -3.5095 / -3.5098 eV.

Cartesian coordinates (Å):
Ru -3.27 0.16 1.66
F 0.38 -3.51 -2.77
C 0.60 -2.25 -2.37
C -0.10 -1.76 -1.30
C 0.16 -0.47 -0.84
C -0.61 0.05 0.30
O -1.49 -0.68 0.81
C -0.26 1.35 0.74
C 0.71 2.04 0.08
N 1.37 1.60 -1.01
C 2.38 2.43 -1.63
C 2.11 3.01 -2.99
C 2.11 3.89 -1.78
C 1.12 0.32 -1.48
C 1.80 -0.19 -2.59
C 1.55 -1.47 -3.05
N 2.27 -1.94 -4.19
C 3.68 -2.28 -4.01
C 4.42 -1.84 -5.28
N 3.42 -1.78 -6.40
C 2.51 -2.97 -6.37
C 1.62 -2.87 -5.11
C -0.85 2.04 1.96
O -0.18 2.91 2.49
O -2.00 1.65 2.36
H -0.84 -2.37 -0.80
H 1.00 3.01 0.46
H 3.39 2.13 -1.40
H 1.15 2.79 -3.43
H 2.93 3.07 -3.69
H 1.16 4.27 -1.45
H 2.94 4.57 -1.63
H 2.52 0.42 -3.12
H 3.82 -3.35 -3.83
H 4.08 -1.75 -3.15
H 5.20 -2.54 -5.58
H 4.85 -0.84 -5.19
H 3.88 -1.70 -7.30
H 2.84 -0.94 -6.26
H 3.15 -3.85 -6.35
H 1.92 -2.99 -7.28
H 1.50 -3.87 -4.71
H 0.64 -2.48 -5.36
S -4.99 -1.26 1.20
C -5.36 0.27 1.91
C -6.05 0.35 3.17
N -6.61 0.40 4.17
C -4.86 1.48 1.29
S -3.95 1.38 -0.17
C -5.02 2.73 1.98
N -5.14 3.73 2.52
C -0.66 -2.13 3.63
N -0.78 -0.83 4.28
C 0.44 -0.05 4.34
C -2.01 -0.25 4.36
O -2.95 -0.65 3.61
N -2.23 0.68 5.29
C -1.44 0.82 6.50
C -3.44 1.49 5.24
H 0.17 -2.67 4.09
H -0.48 -2.03 2.56
H -1.58 -2.69 3.78
H 0.98 -0.16 3.39
H 1.10 -0.38 5.15
H 0.22 1.01 4.46
H -0.80 -0.04 6.63
H -2.12 0.89 7.35
H -0.83 1.73 6.47
H -3.77 1.60 4.21
H -3.20 2.48 5.62
H -4.24 1.05 5.83

***

C26H30N2O6 | ωB97M-V with the def2-TZVPD basis set

Its net charge is 0. Its SMILES is CCC[C@]1(C(=O)OCC)N[C@H](c2ccc(OC)cc2OC)[C@H]2C(=O)N(c3ccccc3)C(=O)[C@H]21. The HOMO-LUMO gap is 8.75 eV. The value obtained for the LUMO energy is 0.7651 eV.

Cartesian coordinates (Å):
C -1.37 2.51 -5.07
C -1.48 1.59 -3.86
C -0.11 1.36 -3.22
C -0.18 0.42 -2.01
C -0.64 -0.98 -2.42
O -1.35 -1.66 -1.71
O -0.19 -1.34 -3.61
C -0.46 -2.68 -4.04
C -0.42 -2.71 -5.55
N -1.07 0.99 -1.00
C -0.51 0.72 0.32
C -1.04 1.63 1.39
C -1.50 2.90 1.10
C -1.93 3.74 2.11
C -1.90 3.32 3.43
O -2.34 4.22 4.36
C -2.32 3.86 5.72
C -1.45 2.04 3.74
C -1.02 1.19 2.72
O -0.58 -0.08 2.92
C -0.35 -0.52 4.24
C 1.01 0.95 0.08
C 1.81 0.10 1.02
O 2.21 0.37 2.12
N 1.99 -1.12 0.38
C 2.46 -2.29 1.04
C 3.58 -2.23 1.85
C 4.01 -3.38 2.50
C 3.34 -4.57 2.32
C 2.22 -4.63 1.51
C 1.77 -3.49 0.87
C 1.64 -1.10 -0.96
O 1.75 -2.03 -1.71
C 1.20 0.32 -1.29
H -0.73 2.06 -5.83
H -2.35 2.67 -5.52
H -0.96 3.47 -4.79
H -2.14 2.04 -3.12
H -1.91 0.64 -4.16
H 0.29 2.32 -2.88
H 0.57 0.94 -3.96
H 0.32 -3.32 -3.61
H -1.43 -2.99 -3.65
H -1.19 -2.06 -5.97
H 0.55 -2.38 -5.91
H -0.59 -3.73 -5.90
H -2.00 0.60 -1.07
H -0.66 -0.32 0.63
H -1.51 3.22 0.07
H -2.29 4.74 1.89
H -2.97 3.00 5.91
H -1.31 3.63 6.06
H -2.70 4.72 6.25
H -1.42 1.70 4.76
H 0.37 0.12 4.75
H 0.08 -1.52 4.14
H -1.28 -0.59 4.81
H 1.25 2.01 0.14
H 4.10 -1.30 1.98
H 4.88 -3.33 3.13
H 3.68 -5.47 2.82
H 1.69 -5.56 1.37
H 0.90 -3.52 0.24
H 1.98 0.78 -1.89

***

no.,DFT total energy (eV)
1,-118084.0581
2,-73032.9068
3,-42715.3588